Molecular formula: C3H6FN
Method: DFT, the ωB97M-V functional and the def2-TZVPD basis

Output
DFT total energy ... -7413.232 eV
Kohn-Sham gap ... 8.248 eV
Energy above the lowest of the compared OMol25 structures with the same formula, charge and spin ... 37.58 kcal/mol
HOMO ... -0.2657 Eh

Geometry as ORCA input:
```
! wB97M-V def2-TZVPD RIJCOSX def2/J DEFGRID3
* xyz 0 1
C 0.86731 -0.11369 -0.59029
C 0.38988 1.27508 -0.31255
C -0.54133 -0.57529 -0.40267
N -1.10326 -0.94470 0.79300
F -1.36743 -0.52172 -1.49150
H 1.23592 -0.27728 -1.59867
H 1.54656 -0.52080 0.15256
H 0.29962 1.61216 0.69965
H -0.02403 1.87223 -1.10040
H -0.86838 -1.87874 1.11255
H -2.09782 -0.76110 0.86593
*
```